Entry 1:
Density functional theory data (wB97M-V/def2-TZVPD) for C28H69N7O10Si2 as an isolated structure at a distorted geometry.

XYZ file:
```
116
C28H69N7O10Si2, DFT wB97M-V/def2-TZVPD
C -6.979 4.602 2.923
C -6.416 4.674 4.496
C -7.762 4.679 5.453
C -5.452 3.362 4.684
C -4.573 3.331 6.067
C -4.728 4.653 7.023
C -2.982 3.013 5.754
O -2.166 4.245 5.647
Si -0.493 3.663 5.816
O 0.564 4.218 4.522
Si 0.522 3.023 3.187
O 1.342 3.753 1.780
H -7.976 5.245 2.808
H -7.208 3.480 2.593
H -6.167 4.996 2.173
H -5.775 5.650 4.567
H -8.765 4.464 4.860
H -7.828 5.781 5.903
H -7.597 3.907 6.334
H -4.697 3.354 3.776
H -6.078 2.374 4.629
H -4.971 2.406 6.699
H -5.660 4.519 7.744
H -4.703 5.681 6.465
H -3.780 4.655 7.748
H -2.584 2.267 6.594
H -2.898 2.430 4.723
H -0.500 2.187 5.896
H 0.069 4.131 7.085
H 1.220 1.767 3.548
H -0.867 2.706 2.815
H 1.131 4.740 1.858
C 2.161 0.215 -1.787
O 2.826 -0.649 -2.344
N 2.660 1.372 -1.228
C 1.803 2.346 -0.586
C 4.086 1.624 -1.285
H 1.067 0.125 -1.688
H 1.905 3.303 -1.106
H 2.116 2.459 0.456
H 0.757 2.031 -0.616
H 4.402 1.649 -2.332
H 4.612 0.809 -0.778
H 4.329 2.575 -0.803
C -0.240 -3.427 -4.888
O -1.261 -3.833 -5.426
N 0.586 -4.172 -4.073
C 1.780 -3.614 -3.473
C 0.251 -5.556 -3.807
H 0.109 -2.390 -5.022
H 2.647 -4.188 -3.812
H 1.694 -3.684 -2.385
H 1.910 -2.566 -3.757
H 0.212 -6.101 -4.755
H -0.735 -5.599 -3.335
H 0.994 -6.013 -3.149
C -3.501 -1.259 -9.808
O -3.569 -0.774 -10.930
N -2.337 -1.605 -9.155
C -2.344 -2.176 -7.824
C -1.068 -1.393 -9.818
H -4.407 -1.463 -9.213
H -1.779 -1.520 -7.155
H -1.872 -3.161 -7.860
H -3.365 -2.280 -7.446
H -0.961 -0.329 -10.051
H -1.054 -1.962 -10.752
H -0.240 -1.713 -9.179
C -4.028 -2.380 -0.898
O -4.660 -2.752 0.082
N -4.131 -2.912 -2.166
C -3.345 -2.413 -3.274
C -5.055 -4.003 -2.398
H -3.297 -1.556 -0.834
H -4.022 -2.053 -4.054
H -2.731 -3.228 -3.667
H -2.694 -1.593 -2.958
H -6.066 -3.675 -2.140
H -4.781 -4.844 -1.754
H -5.026 -4.316 -3.445
C 7.150 -2.911 -2.003
O 8.207 -3.421 -2.352
N 6.778 -2.651 -0.701
C 5.506 -2.043 -0.372
C 7.687 -2.997 0.373
H 6.386 -2.608 -2.738
H 5.690 -1.106 0.160
H 4.943 -2.727 0.270
H 4.924 -1.836 -1.274
H 8.629 -2.459 0.230
H 7.886 -4.072 0.339
H 7.256 -2.733 1.343
C 5.531 -2.756 -5.457
O 5.115 -2.195 -4.452
N 6.285 -2.165 -6.449
C 6.739 -2.901 -7.610
C 6.633 -0.764 -6.329
H 5.325 -3.822 -5.650
H 7.832 -2.875 -7.639
H 6.335 -2.428 -8.509
H 6.405 -3.942 -7.571
H 7.204 -0.617 -5.407
H 5.715 -0.172 -6.272
H 7.229 -0.440 -7.186
C -0.981 1.460 9.814
O -1.359 2.108 8.846
N 0.133 1.736 10.576
C 0.511 0.917 11.708
C 0.953 2.881 10.237
H -1.531 0.569 10.160
H 0.520 1.539 12.608
H 1.512 0.511 11.532
H -0.192 0.091 11.849
H 0.339 3.786 10.285
H 1.325 2.763 9.215
H 1.795 2.971 10.928
```

Computed properties:
Multiplicity   1
Orbital gap   9.12 eV
HOMO   -8.885 eV

=====

Entry 2:
Density functional theory data (wB97M-V/def2-TZVPD) for the molecule C2H4N2S2 at a distorted geometry.

XYZ file:
```
10
C2H4N2S2, DFT wB97M-V/def2-TZVPD
C 0.596 0.902 0.957
C -0.213 1.462 -0.119
N 0.505 -0.137 1.597
N -0.884 -1.556 -0.422
S -1.889 1.229 -0.116
S -2.012 -0.741 0.518
H 1.353 1.661 1.200
H 0.093 2.373 -0.600
H -1.270 -2.359 -0.899
H -0.058 -1.767 0.132
```

Computed properties:
Multiplicity   1
Orbital gap (alpha / beta)   7.74 / 7.31 eV
HOMO (alpha / beta)   -8.634 / -7.752 eV

=====

Entry 3:
Density functional theory data (wB97M-V/def2-TZVPD) for C12H16N5NaO7 as an isolated structure.

XYZ file:
```
41
C12H16N5NaO7, DFT wB97M-V/def2-TZVPD
Na -1.181 1.459 0.301
C 2.095 -0.895 4.634
C 0.851 -1.427 3.934
N 0.224 -0.445 3.057
C 0.797 -0.323 1.724
C 0.058 -1.160 0.683
C -0.808 0.344 3.440
C -1.296 0.191 4.858
N -1.345 1.189 2.617
H 2.555 -1.678 5.236
H 1.849 -0.059 5.289
H 2.832 -0.547 3.910
H 0.127 -1.785 4.662
H 1.114 -2.289 3.317
H 1.835 -0.653 1.781
H 0.837 0.732 1.454
H 0.191 -2.223 0.881
H 0.448 -0.955 -0.316
H -1.017 -0.972 0.701
H -0.479 0.242 5.576
H -1.802 -0.766 4.988
H -2.005 0.983 5.086
H -2.068 1.711 3.097
O -1.317 -1.492 -6.660
N -0.428 -0.679 -6.489
O 0.393 -0.366 -7.331
C -0.315 -0.058 -5.180
C -1.200 -0.398 -4.187
C -1.124 0.219 -2.946
C -0.100 1.170 -2.604
O 0.091 1.712 -1.489
C 0.787 1.432 -3.709
C 0.698 0.880 -4.944
N 1.887 2.365 -3.427
O 1.821 3.473 -3.916
O 2.793 1.948 -2.738
N -2.125 -0.191 -1.981
O -2.452 -1.357 -1.952
O -2.642 0.657 -1.246
H -1.971 -1.130 -4.379
H 1.392 1.140 -5.732
```

Computed properties:
Multiplicity   1
Orbital gap   7.98 eV
HOMO   -8.594 eV

=====

Entry 4:
Density functional theory data (wB97M-V/def2-TZVPD) for a 2-piece molecular cluster, C10H20N2 overall at a distorted geometry.

XYZ file:
```
32
C10H20N2, DFT wB97M-V/def2-TZVPD
C -2.010 -1.038 1.073
C -0.024 -0.295 2.178
C 0.028 -0.961 3.516
C 0.514 0.440 3.365
C 0.218 -1.092 -2.674
C 1.041 -0.435 -1.552
C 0.715 1.047 -1.678
C -0.717 1.440 -1.862
C 0.173 1.307 -3.063
C 0.126 -0.031 -3.780
H -3.037 -0.766 0.813
H -1.491 -1.346 0.142
H -2.035 -1.916 1.722
H -1.236 0.839 1.067
H 0.717 -0.578 1.422
H -0.929 -1.137 3.996
H 0.789 -1.716 3.731
H -0.153 1.219 3.711
H 2.213 0.895 4.382
H 2.209 1.361 2.824
H 0.629 -2.051 -3.009
H -0.784 -1.316 -2.282
H 0.801 -0.825 -0.540
H 2.115 -0.626 -1.703
H 1.419 1.768 -1.276
H -0.993 2.451 -1.530
H -1.520 0.690 -1.697
H 0.420 2.202 -3.625
H -0.766 -0.134 -4.404
H 1.002 -0.125 -4.452
N -1.354 0.090 1.737
N 1.922 0.640 3.451
```

Computed properties:
SMILES   C1C[C@@H]2C[C@@H]2C1.CN[C@@H]1C[C@H]1N
Multiplicity   1
Orbital gap   9.86 eV
HOMO   -8.826 eV

=====

Entry 5:
Density functional theory data (wB97M-V/def2-TZVPD) for a 2-piece molecular cluster, C2H8N2O3S overall at a distorted geometry.

XYZ file:
```
16
C2H8N2O3S, DFT wB97M-V/def2-TZVPD
C 1.034 -1.281 -1.439
C -1.135 -0.525 -1.533
N 0.518 1.395 2.650
N -0.235 -0.981 -0.821
O -1.411 1.953 1.326
O -0.790 -0.377 1.464
O 0.484 1.173 0.002
S -0.276 1.112 1.208
H 1.922 -0.969 -0.900
H 1.055 -2.334 -1.601
H 0.988 -0.869 -2.532
H -0.846 -0.977 0.672
H -2.144 -0.393 -1.226
H -0.939 -0.399 -2.557
H 0.281 2.334 2.786
H 1.496 1.140 2.504
```

Computed properties:
SMILES   NS(=O)(=O)O.C=NC
Multiplicity   1
Orbital gap   10.93 eV
HOMO   -10.300 eV

=====

Entry 6:
Density functional theory data (wB97M-V/def2-TZVPD) for C33H48AsCl3F6N7PS2Ti as an isolated structure.

XYZ file:
```
102
C33H48AsCl3F6N7PS2Ti, DFT wB97M-V/def2-TZVPD
Ti -0.441 1.025 -0.458
C -2.444 -0.565 -3.130
C -0.989 -0.858 -3.069
N -0.140 -0.390 -2.172
C 1.149 -0.812 -2.443
C 1.271 -1.601 -3.539
S -0.256 -1.822 -4.258
C 2.204 -0.393 -1.532
C 3.543 -0.448 -1.743
S 4.352 0.100 -0.345
C 2.858 0.376 0.436
N 1.814 0.096 -0.305
C 2.815 0.789 1.862
H -2.898 -0.683 -2.153
H -2.943 -1.232 -3.830
H -2.595 0.468 -3.452
H 2.161 -2.070 -3.923
H 4.068 -0.770 -2.626
H 3.708 1.349 2.134
H 2.748 -0.105 2.484
H 1.936 1.389 2.068
F -0.498 1.271 1.474
As -0.772 0.928 3.447
F 0.475 2.099 3.603
F -1.934 2.176 3.298
F -0.984 0.689 5.104
F -1.966 -0.212 2.956
F 0.413 -0.299 3.235
C 0.389 2.819 -5.520
C -0.574 3.300 -4.471
C -1.200 4.532 -4.573
C -2.068 4.968 -3.578
C -2.748 6.304 -3.676
C -2.306 4.158 -2.475
C -1.694 2.908 -2.335
C -0.834 2.501 -3.360
N -1.898 2.050 -1.206
C -3.252 2.095 -0.528
C -3.363 3.283 0.439
C -3.390 0.850 0.345
C -4.415 2.054 -1.527
H 0.326 3.419 -6.426
H 0.193 1.779 -5.789
H 1.418 2.876 -5.158
H -1.011 5.163 -5.434
H -2.418 6.856 -4.554
H -2.538 6.915 -2.797
H -3.831 6.188 -3.741
H -2.979 4.528 -1.720
H -0.368 1.530 -3.330
H -2.542 3.262 1.154
H -4.291 3.180 1.005
H -3.381 4.261 -0.033
H -2.781 0.887 1.245
H -3.157 -0.059 -0.206
H -4.426 0.751 0.673
H -4.364 2.799 -2.313
H -5.343 2.217 -0.976
H -4.489 1.073 -1.998
Cl -2.325 -3.586 2.768
C -2.681 -3.162 1.099
Cl -4.306 -2.485 0.954
Cl -2.490 -4.547 0.019
C -1.726 -2.122 0.674
N -0.973 -1.322 0.351
C 2.389 -5.849 2.773
N 1.894 -5.860 1.396
C 3.039 -5.994 0.497
N 4.068 -4.973 0.681
C 4.488 -4.993 2.083
N 3.395 -4.823 3.037
C 2.820 -3.482 2.951
P 2.103 -3.068 1.287
C 1.135 -4.644 1.104
C 3.571 -3.651 0.303
H 2.839 -6.823 2.976
H 1.546 -5.709 3.454
H 2.686 -5.965 -0.537
H 3.496 -6.970 0.677
H 5.229 -4.208 2.244
H 4.960 -5.958 2.278
H 3.589 -2.746 3.204
H 2.034 -3.376 3.705
H 0.741 -4.705 0.085
H 0.272 -4.606 1.774
H 4.383 -2.925 0.415
H 3.307 -3.658 -0.761
C 2.318 3.902 0.272
C 1.010 3.921 -0.558
C 1.250 4.803 -1.794
C -0.106 4.494 0.306
C 0.810 2.501 -0.977
H 2.617 4.937 0.446
H 3.134 3.403 -0.255
H 2.169 3.429 1.240
H 1.438 5.827 -1.466
H 0.387 4.810 -2.455
H 2.121 4.462 -2.357
H 0.189 5.480 0.669
H -0.305 3.866 1.177
H -1.028 4.608 -0.262
H 1.601 2.201 -1.677
```

Computed properties:
Charge   +1
Multiplicity   2
Orbital gap (alpha / beta)   6.91 / 6.48 eV
HOMO (alpha / beta)   -10.212 / -10.212 eV

=====

> multiplicity of number 1 (C28H69N7O10Si2)?

1